Version one
Below is C3H8OS as an isolated structure, with properties calculated with the ωB97M-V functional and the def2-TZVPD basis.

XYZ file:
```
13
Properties=species:S:1:pos:R:3
C 0.7992 -0.9014 0.8869
C 0.3537 0.7286 -1.3871
C -0.2743 0.3814 -0.0354
O -0.3829 1.3872 0.8625
S -1.9276 -0.6569 -0.3173
H 0.2429 -1.5818 1.4280
H 1.1576 -1.4992 0.0263
H 1.6775 -0.5780 1.3769
H 0.6778 -0.1752 -1.8758
H 1.1725 1.4730 -1.2070
H -0.4151 1.1908 -2.1079
H -1.1358 1.3052 1.4196
H -1.9455 -1.0736 0.9303
```

Properties
HOMO-LUMO gap: 9.87 eV
spin multiplicity: 1

Mulliken population analysis, charges in e, atoms 1 to 2: -1.039 -1.189

Version two
Below is a 2-piece molecular cluster, C3H8OS overall, with properties calculated with the ωB97M-V functional and the def2-TZVPD basis.

XYZ file:
```
13
Properties=species:S:1:pos:R:3
O -1.5482 1.5268 -1.2581
C -1.1225 0.8708 -2.1705
H -0.0687 0.5618 -2.2160
H -1.8482 0.6326 -2.9684
C -0.5193 0.3423 1.6643
C 0.7381 -0.5330 1.7058
S 1.3230 -1.0960 0.0720
H -0.2735 1.3326 1.2992
H -1.1850 -0.0735 0.9146
H -1.0251 0.3256 2.6244
H 0.4785 -1.4461 2.2356
H 1.5844 -0.0401 2.1542
H 0.4017 -0.7415 -0.8210
```

Properties
HOMO-LUMO gap: 9.61 eV
structure (SMILES): C=O.CCS
spin multiplicity: 1

Mulliken population analysis, charges in e, atoms 1 to 2: -0.364 -0.191

Version three
Below is a 2-piece molecular cluster, C3H8OS overall, with properties calculated with the ωB97M-V functional and the def2-TZVPD basis.

XYZ file:
```
13
Properties=species:S:1:pos:R:3
O -2.3996 1.0949 -0.7062
C -2.1358 1.0858 -1.8769
H -2.2389 0.1382 -2.4315
H -1.6802 1.9292 -2.4094
C 0.6993 0.5211 -0.0883
S 1.8193 -0.9020 0.0868
C 1.1597 -1.5702 1.6915
H 1.1277 1.3256 0.5175
H -0.2304 0.2606 0.4020
H 0.6711 0.9126 -1.0961
H 0.1724 -1.9637 1.5061
H 1.9654 -2.1631 2.1031
H 1.0700 -0.6690 2.3013
```

Properties
HOMO-LUMO gap: 9.00 eV
structure (SMILES): C=O.CSC
spin multiplicity: 1

Mulliken population analysis, charges in e, atoms 1 to 2: -0.384 -0.137

Which of them is least stable? Easy: version one.

Version one
Below is a 3-piece molecular cluster, C2H9NO4 overall, with properties calculated with the ωB97M-V functional and the def2-TZVPD basis.

XYZ file:
```
16
Properties=species:S:1:pos:R:3
O -0.3760 0.1610 0.8589
C -0.6868 0.7408 -0.1652
O -1.8587 0.7113 -0.8779
C 0.3885 1.7181 -0.7450
N 1.4605 1.6491 0.1093
H -1.7833 1.0496 -1.8060
H 0.6218 1.6857 -1.7466
H -0.2182 2.7356 -0.6192
H 2.2943 1.1736 -0.2901
H 1.2731 1.9354 0.9752
H 2.5958 -2.0428 -0.8058
H 2.5166 -1.7598 -2.2304
O 2.7752 -1.3017 -1.4195
H -2.6289 -3.3928 3.3054
H -3.3130 -2.5615 2.2341
O -3.0607 -2.5016 3.2227
```

Properties
HOMO-LUMO gap: 9.04 eV
structure (SMILES): NCC(=O)O.O.O
spin multiplicity: 1

Mulliken population analysis, charges in e, atoms 1 to 2: -0.511 0.665

Version two
Below is a 3-piece molecular cluster, C2H9NO4 overall, with properties calculated with the ωB97M-V functional and the def2-TZVPD basis.

XYZ file:
```
16
Properties=species:S:1:pos:R:3
C -1.9741 1.4933 0.4522
N -1.9116 0.1759 1.1151
C -0.7190 -0.4999 1.3083
O 0.2054 -0.1352 0.3233
O -0.6197 -1.5008 1.9641
H -0.9655 1.8146 0.2279
H -2.4327 2.2125 1.1131
H -2.4449 1.3064 -0.5137
H -2.6221 -0.0719 1.7918
H -0.1198 -0.6397 -0.4350
H 1.2937 1.9702 -7.1235
H 0.3976 2.4016 -5.9470
O 0.5490 1.6912 -6.5763
H 3.1619 -2.5213 3.0620
H 3.1083 -1.0213 2.7522
O 3.6359 -1.8169 2.6053
```

Properties
HOMO-LUMO gap: 10.58 eV
structure (SMILES): CNC(=O)O.O.O
spin multiplicity: 1

Mulliken population analysis, charges in e, atoms 1 to 2: -0.776 -0.202

Which of them is least stable? Easy: version one.

Version one
Below is C12H20F3N6O5PdS2 as an isolated structure, with properties calculated with the ωB97M-V functional and the def2-TZVPD basis.

XYZ file:
```
49
Properties=species:S:1:pos:R:3
Pd -0.8225 -0.1486 -0.8347
F -1.0664 -3.7885 -0.3833
C -2.3130 -3.4829 -0.0148
F -3.0533 -4.5766 -0.0948
F -2.2710 -3.1120 1.2851
S -3.0288 -2.1144 -1.0636
O -4.4048 -2.4682 -1.1695
O -2.7778 -0.8838 -0.2456
O -2.1946 -2.1212 -2.2410
C 2.5051 1.1514 -3.2679
C 1.2708 0.4034 -2.7195
N 0.9139 0.9127 -1.3732
C 0.6387 2.3656 -1.4532
C 1.8920 3.1268 -1.9320
N 2.9645 2.1168 -2.2129
C 3.3094 1.3850 -0.9506
C 2.0340 0.6815 -0.4403
H 2.2816 1.7320 -4.1606
H 3.3384 0.4844 -3.4795
H 1.4680 -0.6633 -2.6362
H 0.4055 0.5387 -3.3652
H 0.3204 2.7025 -0.4686
H -0.1866 2.5107 -2.1419
H 2.2829 3.8124 -1.1827
H 1.7146 3.6760 -2.8545
H 3.7942 2.6010 -2.5515
H 3.6898 2.1220 -0.2462
H 4.1055 0.6829 -1.1903
H 1.7390 1.0559 0.5377
H 2.1889 -0.3885 -0.3485
O -2.9951 2.1528 -0.1512
S -2.9459 1.8161 -1.5781
N -1.8436 0.9387 -2.0867
C 0.7115 -2.9537 2.6918
N -0.0714 -1.7258 2.8379
C -0.7543 -1.4582 3.9853
C -1.5981 -0.4096 4.0908
C -1.7263 0.4239 2.9391
N -0.9946 0.1950 1.8570
C -0.2675 -0.9075 1.7543
O 0.2617 -1.2163 0.6406
N -2.5588 1.4642 2.8776
H 0.9898 -3.3061 3.6815
H 1.6064 -2.7441 2.1146
H 0.1272 -3.7114 2.1756
H -0.5882 -2.1514 4.7979
H -2.1487 -0.2277 5.0005
H -3.2255 1.6351 3.6089
H -2.7169 1.8723 1.9624
```

Properties
HOMO-LUMO gap: 7.91 eV
spin multiplicity: 1
net charge: +1

Mulliken population analysis, charges in e, atoms 1 to 2: 0.760 -0.243

Version two
Below is C12H20F3N6O5PdS2 as an isolated structure, with properties calculated with the ωB97M-V functional and the def2-TZVPD basis.

XYZ file:
```
49
Properties=species:S:1:pos:R:3
Pd 1.1819 -0.9041 -0.3394
F 3.7413 -1.5324 1.9697
C 3.2534 -0.6212 2.7979
F 2.9876 -1.1814 3.9710
F 4.1429 0.3513 2.9626
S 1.7037 0.0879 2.1036
O 1.2780 1.0847 3.0318
O 2.1137 0.5973 0.7613
O 0.8214 -1.0613 1.8690
C -2.2005 3.2648 -0.7422
C -1.3352 1.9862 -0.6399
N -0.5867 1.9971 0.6076
C -1.4868 2.2398 1.7277
C -2.0040 3.6974 1.6745
N -1.6823 4.2197 0.2993
C -0.1922 4.3771 0.1453
C 0.4415 3.0302 0.5619
H -3.2492 3.0872 -0.5079
H -2.1336 3.7596 -1.7095
H -0.6263 1.9206 -1.4658
H -1.9717 1.1023 -0.6803
H -0.9563 2.0646 2.6612
H -2.3157 1.5351 1.6665
H -1.4980 4.3494 2.3846
H -3.0797 3.7830 1.8178
H -2.1286 5.1247 0.1716
H 0.1215 5.2121 0.7690
H -0.0128 4.6284 -0.8992
H 0.9002 3.0990 1.5465
H 1.2197 2.7428 -0.1420
O 3.8559 0.2202 -2.0217
S 2.5997 0.4723 -2.6948
N 1.3181 -0.0128 -2.0992
C 0.4633 -6.0215 0.0615
N 0.0419 -4.8603 -0.7220
C -0.8751 -4.9457 -1.7091
C -1.2434 -3.8685 -2.4344
C -0.6279 -2.6189 -2.1298
N 0.2715 -2.5339 -1.1514
C 0.6564 -3.6488 -0.4157
O 1.4866 -3.5735 0.4619
N -0.9584 -1.5196 -2.8116
H -0.1283 -6.8789 -0.2472
H 0.3112 -5.8236 1.1194
H 1.5201 -6.2168 -0.1050
H -1.2903 -5.9288 -1.8832
H -1.9691 -3.9470 -3.2278
H -1.5454 -1.6200 -3.6205
H -0.3341 -0.7158 -2.7435
```

Properties
HOMO-LUMO gap: 9.00 eV
spin multiplicity: 1
net charge: +1

Mulliken population analysis, charges in e, atoms 1 to 2: 0.799 -0.203

Which of them is least stable? Easy: version one.